# 1
Density functional theory data (ωB97M-V with the def2-TZVPD basis set) for a single C24H31N3O5S molecule in a non-equilibrium geometry.

Cartesian coordinates (Å):
1 C -8.038 -2.020 -0.745
2 C -6.747 -1.306 -0.481
3 C -6.502 -0.063 -1.044
4 C -5.323 0.623 -0.819
5 C -4.352 0.054 -0.006
6 N -3.130 0.670 0.288
7 C -2.641 1.843 -0.167
8 O -3.206 2.614 -0.913
9 C -1.225 2.111 0.406
10 N -0.280 1.125 -0.080
11 C -0.101 -0.078 0.488
12 O -0.799 -0.494 1.404
13 C 1.016 -0.889 -0.081
14 C 0.919 -2.278 -0.045
15 C 1.932 -3.071 -0.556
16 C 3.068 -2.483 -1.092
17 C 3.169 -1.105 -1.101
18 S 4.669 -0.310 -1.681
19 O 5.312 -1.157 -2.637
20 O 4.350 1.041 -2.034
21 N 5.652 -0.245 -0.340
22 C 5.230 0.632 0.727
23 C 6.422 0.850 1.664
24 O 6.911 -0.378 2.150
25 C 7.325 -1.216 1.097
26 C 6.164 -1.507 0.142
27 C 2.164 -0.302 -0.604
28 C -0.737 3.538 0.112
29 C 0.470 3.875 0.986
30 C -0.412 3.761 -1.365
31 C -4.588 -1.195 0.564
32 C -5.769 -1.880 0.338
33 C -5.991 -3.222 0.968
34 H -8.677 -1.430 -1.396
35 H -8.571 -2.209 0.186
36 H -7.855 -2.983 -1.221
37 H -7.254 0.386 -1.678
38 H -5.156 1.589 -1.266
39 H -2.524 0.133 0.909
40 H -1.295 1.972 1.494
41 H 0.227 1.367 -0.917
42 H 0.034 -2.719 0.386
43 H 1.838 -4.146 -0.535
44 H 3.869 -3.069 -1.514
45 H 4.912 1.570 0.273
46 H 4.396 0.189 1.296
47 H 6.125 1.430 2.539
48 H 7.214 1.380 1.117
49 H 7.685 -2.135 1.560
50 H 8.141 -0.738 0.535
51 H 6.499 -2.076 -0.724
52 H 5.383 -2.070 0.679
53 H 2.310 0.767 -0.633
54 H -1.566 4.201 0.376
55 H 0.797 4.893 0.794
56 H 0.222 3.788 2.042
57 H 1.300 3.203 0.773
58 H -1.237 3.425 -1.986
59 H -0.265 4.823 -1.545
60 H 0.503 3.251 -1.664
61 H -3.827 -1.632 1.196
62 H -5.132 -3.514 1.566
63 H -6.870 -3.201 1.611
64 H -6.157 -3.981 0.205

The relative energy (zero: lowest compared OMol25 entry of this formula, charge and spin) is 11.7 kcal per mole. As for the SMILES: Cc1ccc(NC(=O)[C@@H](NC(=O)c2cccc(S(=O)(=O)N3CCOCC3)c2)C(C)C)cc1C. As for the molecular weight: 473.6 g/mol. For the LUMO energy, the calculation gives 0.034 eV. As for the charge: 0. For the orbital gap, the calculation gives 8.1 eV.

# 2
Density functional theory data (ωB97M-V with the def2-TZVPD basis set) for 4 unconnected molecules or ions with the total composition CH8O5 in a non-equilibrium geometry.

Cartesian coordinates (Å):
1 O -0.496 2.873 2.062
2 C -0.018 1.822 2.274
3 O -0.464 0.669 1.803
4 H 1.004 1.623 2.652
5 H 0.184 -0.050 1.728
6 O -1.055 -2.770 1.359
7 H -1.850 -3.023 1.010
8 H -0.890 -1.889 1.186
9 O 2.126 -1.705 -2.034
10 H 2.587 -1.006 -1.533
11 H 1.982 -2.345 -1.411
12 O -1.048 2.270 -3.116
13 H -0.948 1.855 -2.222
14 H -1.115 1.677 -3.756

The relative energy (zero: lowest compared OMol25 entry of this formula, charge and spin) is 44.4 kcal per mole. As for the SMILES: O=CO.O.O.O. As for the molecular weight: 100.1 g/mol. For the LUMO energy, the calculation gives -0.172 eV. As for the charge: 0. For the orbital gap, the calculation gives 11.1 eV.

# 3
Density functional theory data (ωB97M-V with the def2-TZVPD basis set) for a molecular structure, C31H42Cl2HfNO3P3 in a non-equilibrium geometry.

Cartesian coordinates (Å):
1 P 1.521 1.623 -3.865
2 C 3.156 1.577 -3.139
3 C 4.139 0.888 -3.891
4 H 3.826 0.256 -4.725
5 C 5.481 1.053 -3.556
6 H 6.246 0.530 -4.132
7 C 5.841 1.896 -2.497
8 H 6.893 2.075 -2.286
9 C 4.860 2.497 -1.702
10 H 5.139 3.105 -0.841
11 C 3.508 2.333 -2.001
12 H 2.722 2.784 -1.387
13 C 0.637 0.124 -3.437
14 C 1.259 -1.012 -2.871
15 H 2.205 -0.913 -2.334
16 C 0.654 -2.265 -3.014
17 H 1.157 -3.158 -2.630
18 C -0.579 -2.381 -3.657
19 H -1.030 -3.362 -3.801
20 C -1.255 -1.245 -4.107
21 H -2.236 -1.332 -4.578
22 C -0.670 0.013 -3.969
23 H -1.191 0.914 -4.307
24 C 0.594 3.043 -3.287
25 C 0.498 4.136 -4.181
26 H 1.124 4.132 -5.083
27 C -0.396 5.170 -3.899
28 H -0.483 6.021 -4.584
29 C -1.181 5.113 -2.733
30 H -1.910 5.902 -2.546
31 C -1.026 4.069 -1.813
32 H -1.615 4.049 -0.893
33 C -0.120 3.037 -2.072
34 H 0.056 2.241 -1.336
35 Hf 0.154 -0.037 2.815
36 C -1.839 -1.228 2.341
37 C -2.215 -1.307 1.063
38 H -2.477 -1.582 3.167
39 C -1.311 -0.690 -0.031
40 O -2.081 0.372 -0.668
41 H -1.502 0.945 -1.214
42 C -0.088 -0.179 0.580
43 H -1.037 -1.447 -0.794
44 C 1.022 0.305 0.962
45 Cl -0.858 -0.474 5.139
46 Cl 2.311 0.352 3.781
47 P 1.320 -2.586 2.465
48 C 2.190 -3.291 3.905
49 H 1.464 -3.533 4.690
50 H 2.900 -2.557 4.305
51 H 2.729 -4.197 3.593
52 C 0.288 -3.978 1.905
53 H -0.075 -3.782 0.888
54 H -0.582 -4.075 2.566
55 H 0.876 -4.906 1.911
56 C 2.645 -2.654 1.206
57 H 3.258 -1.749 1.277
58 H 2.204 -2.709 0.203
59 H 3.271 -3.540 1.378
60 P -3.774 -2.072 0.486
61 C -4.447 -3.180 1.703
62 C -3.322 -2.959 -1.000
63 H -4.559 -2.675 2.671
64 H -3.815 -4.070 1.816
65 H -5.435 -3.500 1.353
66 H -3.053 -2.255 -1.793
67 H -4.184 -3.551 -1.326
68 H -2.480 -3.630 -0.798
69 C -4.921 -0.768 0.085
70 H -5.187 -0.228 1.000
71 H -5.819 -1.212 -0.359
72 H -4.435 -0.089 -0.622
73 H 1.902 0.719 0.509
74 N -0.769 2.271 6.471
75 C -0.117 2.860 5.257
76 C -1.100 2.509 4.150
77 O -2.257 2.845 4.339
78 O -0.632 1.824 3.126
79 H -1.698 2.717 6.564
80 H -0.214 2.435 7.315
81 H -0.868 1.236 6.287
82 H -0.092 3.949 5.373
83 H 0.884 2.439 5.115

The relative energy (zero: lowest compared OMol25 entry of this formula, charge and spin) is 53.0 kcal per mole. As for the molecular weight: 819.0 g/mol. For the LUMO energy, the calculation gives -8.357 eV. As for the charge: +2. For the orbital gap, the calculation gives 3.3 eV.

# 4
Density functional theory data (ωB97M-V with the def2-TZVPD basis set) for a molecular structure, C20H22BaN2 in a non-equilibrium geometry.

Cartesian coordinates (Å):
1 C 0.430 -0.549 -1.384
2 C -0.178 2.222 -2.849
3 C -0.543 -1.188 -2.309
4 H 1.007 -1.398 -0.975
5 C -1.391 1.968 -2.341
6 H 0.120 3.271 -2.977
7 H -0.577 -2.280 -2.297
8 H -1.937 2.803 -1.880
9 C -1.513 -0.495 -3.127
10 H -2.304 -1.237 -3.344
11 H -1.124 -0.180 -4.107
12 C 1.454 0.382 -2.083
13 H 2.243 -0.262 -2.503
14 H 1.962 1.028 -1.343
15 C 0.901 1.251 -3.228
16 H 0.605 0.604 -4.064
17 H 1.739 1.866 -3.599
18 C -2.204 0.719 -2.432
19 H -3.133 0.938 -2.990
20 H -2.543 0.417 -1.428
21 Ba 1.274 1.034 1.787
22 H 0.065 -0.033 -0.367
23 C -0.829 3.299 2.806
24 C -1.270 2.972 1.515
25 C -1.643 1.663 1.223
26 C -1.406 0.679 2.207
27 C -1.125 1.018 3.542
28 C -0.817 2.349 3.834
29 N -0.926 -0.571 1.696
30 N -0.236 -1.231 2.612
31 C 0.792 -2.069 2.160
32 C 0.735 -3.440 2.551
33 C 1.713 -4.309 2.079
34 C 2.756 -3.817 1.284
35 C 2.831 -2.435 0.966
36 C 1.869 -1.577 1.415
37 H -0.534 4.330 3.023
38 H -1.334 3.736 0.734
39 H -2.046 1.350 0.259
40 H -1.073 0.223 4.284
41 H -0.564 2.626 4.861
42 H -0.099 -3.745 3.183
43 H 1.663 -5.369 2.338
44 H 3.523 -4.497 0.908
45 H 3.665 -2.067 0.363

The relative energy (zero: lowest compared OMol25 entry of this formula, charge and spin) is 20.3 kcal per mole. As for the molecular weight: 427.7 g/mol. For the LUMO energy (alpha / beta), the calculation gives -0.669 / -0.685 eV. As for the charge: 0. For the orbital gap (alpha / beta), the calculation gives 5.3 / 6.1 eV.

Among the records above, which one has the lowest molecular weight? CH8O5

Which value of charge does entry 4 give? 0